Arrangement w

The following is a DFT calculation (ωB97M-V/def2-TZVPD) of a single C15H17N3O5 molecule.

Last column: Löwdin charge in e.
Positions of all 40 atoms, in Å:
C: -6.513 -0.698 0.126  -0.066
O: -5.764 0.449 0.464  -0.056
C: -4.426 0.522 0.277  -0.190
C: -3.870 1.748 0.645  0.019
C: -2.522 2.000 0.525  -0.010
C: -1.672 1.009 0.050  -0.141
C: -0.227 1.329 -0.063  -0.394
O: 0.184 2.448 -0.253  0.109
N: 0.591 0.223 0.102  0.165
C: 1.972 0.166 0.042  -0.202
C: 2.752 1.209 -0.327  0.080
C: 4.182 1.088 -0.384  -0.434
O: 4.959 1.961 -0.704  0.080
N: 4.672 -0.181 -0.029  0.025
C: 6.115 -0.345 -0.072  -0.003
C: 3.914 -1.251 0.343  -0.440
O: 4.387 -2.330 0.637  0.066
N: 2.534 -1.049 0.373  0.014
C: 1.731 -2.186 0.778  -0.015
C: -2.213 -0.218 -0.335  0.031
C: -3.573 -0.477 -0.240  -0.177
O: -4.131 -1.669 -0.628  -0.113
C: -3.310 -2.662 -1.187  -0.076
H: -6.193 -1.573 0.695  0.096
H: -6.456 -0.919 -0.942  0.096
H: -7.541 -0.449 0.390  0.096
H: -4.544 2.498 1.024  0.125
H: -2.108 2.957 0.802  0.122
H: 0.122 -0.630 0.366  0.102
H: 2.319 2.160 -0.581  0.109
H: 6.355 -1.357 0.240  0.086
H: 6.579 0.383 0.593  0.100
H: 6.469 -0.162 -1.086  0.100
H: 1.077 -2.517 -0.032  0.098
H: 2.432 -2.990 1.006  0.093
H: 1.152 -1.962 1.676  0.104
H: -1.572 -0.970 -0.768  0.102
H: -3.981 -3.482 -1.438  0.098
H: -2.813 -2.314 -2.098  0.100
H: -2.562 -3.020 -0.471  0.096

The value obtained for the HOMO energy is -8.5729 eV. The orbital gap is 8.76 eV.



Arrangement x

The following is a DFT calculation (ωB97M-V/def2-TZVPD) of a single C15H17N3O5 molecule.

Last column: Löwdin charge in e.
Positions of all 40 atoms, in Å:
N: 1.714 0.213 0.895  0.079
C: 1.260 -0.925 0.201  -0.290
C: 2.292 -2.186 0.192  -0.004
C: 2.789 -2.536 1.654  -0.545
O: 3.514 -1.862 2.382  0.058
O: 2.278 -3.610 2.154  0.086
C: 0.000 -1.548 0.988  -0.408
O: 0.055 -1.589 2.186  0.087
N: -1.127 -2.008 0.269  0.116
C: -1.669 -1.714 -1.072  -0.151
C: -2.392 -0.272 -1.286  -0.030
C: -2.027 0.761 -0.224  -0.202
C: -2.476 0.920 1.009  -0.052
N: -1.951 2.079 1.559  0.093
C: -1.089 2.601 0.635  -0.271
C: -0.231 3.652 0.876  -0.011
C: 0.601 4.085 -0.192  -0.081
C: 0.743 3.225 -1.280  -0.124
C: 0.019 2.060 -1.401  -0.018
C: -1.063 1.739 -0.443  -0.141
C: -0.545 -1.805 -2.106  -0.536
O: 0.065 -2.796 -2.185  0.163
O: -0.083 -0.665 -2.660  0.006
H: 1.006 0.921 0.550  0.078
H: 1.514 0.053 1.898  0.094
H: 1.207 -0.664 -0.842  0.105
H: 1.936 -3.088 -0.261  0.090
H: 3.182 -1.917 -0.443  0.135
H: 2.594 -4.085 3.008  0.193
H: -1.806 -2.113 1.065  0.161
H: -2.433 -2.457 -1.249  0.142
H: -2.106 0.049 -2.240  0.081
H: -3.482 -0.441 -1.241  0.119
H: -3.201 0.379 1.519  0.112
H: -2.320 2.586 2.426  0.199
H: 0.004 4.258 1.776  0.120
H: 1.241 4.955 -0.247  0.098
H: 1.603 3.373 -1.923  0.102
H: 0.156 1.339 -2.289  0.113
H: 0.226 -0.968 -3.658  0.237

The value obtained for the HOMO energy is -8.1130 eV. The orbital gap is 8.26 eV.



The structure with the greatest stability is arrangement w.



Arrangement w

The following is a DFT calculation (ωB97M-V/def2-TZVPD) of a single C18H21N3O2S molecule.

Last column: Löwdin charge in e.
Positions of all 45 atoms, in Å:
C: 0.871 -2.563 -6.712  0.128
C: 0.311 -2.925 -5.704  -0.097
C: -0.313 -3.429 -4.465  -0.393
C: -1.835 -3.446 -4.590  -0.063
N: 0.153 -2.528 -3.362  -0.025
C: -0.087 -2.787 -1.915  -0.154
C: 0.367 -1.599 -1.045  -0.341
O: -0.417 -0.439 -1.387  -0.021
C: 0.175 -1.960 0.431  -0.113
O: 0.439 -0.841 1.316  -0.050
C: 1.650 -0.212 1.333  -0.218
C: 2.877 -0.803 0.977  -0.021
C: 4.079 -0.130 1.158  -0.070
C: 4.051 1.193 1.638  -0.081
C: 2.846 1.820 1.957  -0.030
C: 1.652 1.110 1.866  -0.153
C: 0.374 1.702 2.266  -0.025
C: 0.247 2.778 3.116  -0.079
C: -0.993 3.365 3.597  -0.618
N: -0.937 4.396 4.402  0.018
N: -2.193 4.902 4.592  -0.022
C: -3.150 4.308 3.931  -0.645
C: -4.543 4.893 3.985  -0.078
S: -2.580 2.897 3.096  1.080
H: 1.344 -2.247 -7.581  0.006
H: 0.012 -4.442 -4.318  0.131
H: -2.114 -3.879 -5.576  0.092
H: -2.194 -2.435 -4.421  0.082
H: -2.246 -4.077 -3.816  0.064
H: -0.030 -1.570 -3.532  0.088
H: -1.161 -2.928 -1.761  0.115
H: 0.414 -3.715 -1.607  0.128
H: 1.417 -1.382 -1.266  0.142
H: -0.083 0.307 -0.857  0.097
H: -0.856 -2.302 0.605  0.144
H: 0.803 -2.816 0.608  0.117
H: 2.896 -1.811 0.613  0.104
H: 5.027 -0.613 0.895  0.110
H: 4.978 1.747 1.731  0.099
H: 2.821 2.842 2.328  0.112
H: -0.543 1.262 1.894  0.095
H: 1.134 3.188 3.618  0.113
H: -4.948 4.866 4.994  0.076
H: -5.250 4.375 3.303  0.078
H: -4.463 5.928 3.664  0.077

The value obtained for the HOMO energy is -8.1896 eV. The orbital gap is 7.94 eV.



Arrangement x

The following is a DFT calculation (ωB97M-V/def2-TZVPD) of a single C18H21N3O2S molecule.

Last column: Löwdin charge in e.
Positions of all 45 atoms, in Å:
C: -7.154 -0.459 1.021  -0.060
C: -6.725 -0.640 -0.427  -0.208
O: -5.571 0.153 -0.731  0.011
C: -4.387 -0.350 -0.417  -0.474
O: -4.196 -1.438 0.070  0.109
C: -3.264 0.604 -0.766  -0.132
N: -2.004 -0.013 -0.440  0.002
C: -1.007 0.694 0.160  -0.775
S: -1.140 2.341 0.340  0.703
N: 0.101 0.024 0.543  -0.101
C: 0.292 -1.398 0.291  -0.096
C: 1.739 -1.710 0.003  -0.232
C: 2.539 -2.342 0.943  -0.056
C: 3.875 -2.586 0.675  -0.080
C: 4.421 -2.201 -0.536  -0.082
C: 3.625 -1.585 -1.486  -0.074
C: 2.290 -1.345 -1.220  -0.044
C: 1.090 0.668 1.388  -0.146
C: 2.341 1.067 0.656  -0.195
C: 2.283 1.754 -0.551  -0.036
C: 3.463 2.093 -1.190  -0.056
C: 4.661 1.732 -0.594  -0.161
N: 4.731 1.099 0.565  0.072
C: 3.602 0.782 1.169  -0.119
H: -8.067 -1.019 1.202  0.078
H: -7.334 0.593 1.231  0.080
H: -6.378 -0.825 1.688  0.076
H: -7.495 -0.287 -1.115  0.124
H: -6.495 -1.691 -0.629  0.122
H: -3.317 0.851 -1.833  0.141
H: -3.379 1.543 -0.208  0.071
H: -2.125 -0.986 -0.178  0.115
H: -0.298 -1.682 -0.583  0.126
H: -0.050 -1.980 1.158  0.136
H: 2.117 -2.643 1.892  0.114
H: 4.491 -3.073 1.416  0.105
H: 5.466 -2.380 -0.739  0.105
H: 4.045 -1.287 -2.435  0.108
H: 1.668 -0.860 -1.959  0.124
H: 1.340 -0.009 2.211  0.130
H: 0.622 1.570 1.801  0.074
H: 1.327 2.023 -0.975  0.083
H: 3.452 2.627 -2.127  0.101
H: 5.612 1.963 -1.056  0.101
H: 3.710 0.268 2.117  0.117

The value obtained for the HOMO energy is -8.1796 eV. The orbital gap is 8.82 eV.



Arrangement y

The following is a DFT calculation (ωB97M-V/def2-TZVPD) of a single C18H21N3O2S molecule.

Last column: Löwdin charge in e.
Positions of all 45 atoms, in Å:
C: 1.973 -2.191 3.222  -0.070
C: 1.878 -0.705 3.569  -0.362
C: 3.246 -0.161 3.992  -0.056
C: 1.316 0.132 2.445  -0.138
C: 0.184 0.900 2.676  -0.028
C: -0.343 1.743 1.713  -0.095
C: 0.290 1.850 0.491  -0.095
C: 1.414 1.087 0.228  -0.027
C: 1.919 0.209 1.180  -0.210
O: 3.032 -0.569 0.965  -0.064
C: 3.348 -1.013 -0.331  -0.158
C: 2.363 -2.067 -0.869  -0.151
N: 1.129 -1.481 -1.317  0.023
C: -0.041 -1.625 -0.695  -0.825
S: -0.379 -2.714 0.492  0.706
N: -1.077 -0.788 -1.094  0.103
C: -1.024 0.255 -1.978  -0.418
O: -0.061 0.483 -2.688  0.073
C: -2.256 1.080 -2.020  -0.120
C: -3.055 1.315 -0.903  -0.017
C: -4.167 2.127 -1.043  -0.045
C: -4.434 2.675 -2.291  -0.135
N: -3.675 2.466 -3.353  0.074
C: -2.615 1.696 -3.221  -0.073
H: 2.227 -2.761 4.113  0.078
H: 2.742 -2.361 2.475  0.071
H: 1.023 -2.554 2.838  0.024
H: 1.194 -0.605 4.420  0.130
H: 3.625 -0.724 4.841  0.077
H: 3.167 0.887 4.276  0.082
H: 3.952 -0.247 3.171  0.074
H: -0.298 0.834 3.641  0.113
H: -1.227 2.327 1.925  0.099
H: -0.081 2.526 -0.267  0.110
H: 1.894 1.195 -0.732  0.109
H: 3.436 -0.184 -1.044  0.121
H: 4.332 -1.479 -0.223  0.133
H: 2.127 -2.785 -0.078  0.083
H: 2.835 -2.591 -1.706  0.128
H: 1.163 -0.759 -2.037  0.117
H: -1.936 -0.954 -0.585  0.109
H: -2.795 0.908 0.065  0.111
H: -4.807 2.338 -0.201  0.105
H: -5.288 3.320 -2.447  0.107
H: -2.012 1.546 -4.106  0.124

The value obtained for the HOMO energy is -8.4856 eV. The orbital gap is 8.35 eV.



The structure with the greatest stability is arrangement y.



Arrangement w

The following is a DFT calculation (ωB97M-V/def2-TZVPD) of a molecular structure, C16H11BF10N2O5RuS.

Last column: Löwdin spin population.
Positions of all 47 atoms, in Å:
Ru: -0.400 0.556 1.451  0.914
S: -0.896 0.259 3.882  -0.033
C: -1.683 -1.099 3.232  -0.005
C: -2.435 -2.081 3.898  -0.001
C: -2.976 -3.097 3.151  -0.001
C: -2.792 -3.130 1.760  0.000
C: -2.063 -2.127 1.171  -0.002
N: -1.520 -1.153 1.911  -0.013
H: -2.576 -2.009 4.967  0.000
H: -3.558 -3.872 3.636  0.000
H: -3.216 -3.918 1.154  0.000
H: -1.899 -2.062 0.106  0.000
O: 0.465 1.414 -0.486  0.018
C: -0.233 0.639 -1.178  0.006
O: -0.961 -0.232 -0.636  0.039
C: -0.181 0.743 -2.669  0.001
C: 0.626 1.701 -3.270  0.001
C: 0.688 1.797 -4.654  0.000
C: -0.064 0.942 -5.443  0.000
C: -0.863 0.000 -4.822  0.000
C: -0.935 -0.121 -3.450  0.001
N: -1.670 -0.910 -5.664  0.000
O: -1.602 -0.773 -6.871  0.000
O: -2.354 -1.742 -5.106  0.000
H: 1.193 2.365 -2.632  0.000
H: 1.324 2.537 -5.120  0.000
H: -0.042 0.995 -6.522  0.000
H: -1.558 -0.869 -2.983  0.000
F: -2.739 4.005 1.662  0.000
B: -2.093 2.849 1.309  0.001
F: -0.732 2.845 1.862  0.006
F: -2.687 1.685 1.856  0.006
F: -2.008 2.667 -0.071  -0.001
C: 2.907 1.485 1.335  0.001
C: 2.568 0.083 1.850  0.003
O: 1.282 -0.097 2.301  0.059
C: 3.468 -0.177 3.084  -0.002
F: 4.782 -0.123 2.762  -0.001
F: 3.258 -1.361 3.670  0.000
F: 3.256 0.765 4.019  0.000
C: 2.919 -0.962 0.750  0.003
F: 4.070 -0.676 0.101  0.001
F: 1.956 -1.007 -0.181  0.000
F: 3.048 -2.211 1.227  0.000
H: 2.637 2.202 2.108  0.000
H: 2.324 1.693 0.446  0.000
H: 3.965 1.580 1.099  0.000

The value obtained for the HOMO energy (alpha / beta) is -5.4656 / -5.4173 eV. As for the spin multiplicity: 2. The orbital gap (alpha / beta) is 7.00 / 6.95 eV. As for the charge: -1.



Arrangement x

The following is a DFT calculation (ωB97M-V/def2-TZVPD) of a molecular structure, C16H11BF10N2O5RuS.

Last column: Löwdin spin population.
Positions of all 47 atoms, in Å:
Ru: 0.346 1.293 0.371  0.848
S: 1.338 2.610 2.039  0.049
C: -0.286 3.236 2.046  0.002
C: -0.895 4.248 2.791  0.003
C: -2.225 4.515 2.555  -0.002
C: -2.939 3.794 1.605  0.004
C: -2.291 2.798 0.905  -0.004
N: -1.008 2.533 1.153  -0.005
H: -0.317 4.805 3.514  0.000
H: -2.723 5.301 3.109  0.000
H: -3.981 4.004 1.412  0.000
H: -2.757 2.186 0.144  0.000
O: 0.088 -0.318 1.562  0.008
C: 1.015 -1.004 0.997  0.007
O: 1.744 -0.467 0.146  0.000
C: 1.174 -2.435 1.375  0.000
C: 0.319 -3.012 2.305  0.001
C: 0.454 -4.351 2.642  0.000
C: 1.444 -5.119 2.051  0.001
C: 2.283 -4.518 1.127  0.000
C: 2.169 -3.189 0.769  0.001
N: 3.338 -5.336 0.504  0.000
O: 3.328 -6.531 0.740  0.000
O: 3.997 -4.825 -0.376  0.000
H: -0.451 -2.396 2.750  0.000
H: -0.214 -4.800 3.364  0.000
H: 1.576 -6.163 2.290  0.000
H: 2.825 -2.740 0.037  0.000
F: 2.931 2.347 -1.047  0.001
B: 2.032 3.268 -1.532  0.001
F: 0.673 2.852 -0.977  0.010
F: 2.254 4.545 -1.075  0.001
F: 1.886 3.211 -2.907  0.000
C: -1.016 1.295 -3.197  0.004
C: -1.138 0.149 -2.187  0.006
O: -1.044 0.561 -0.886  0.065
C: -0.084 -0.925 -2.542  0.000
F: 1.135 -0.386 -2.578  0.000
F: -0.300 -1.485 -3.754  0.000
F: -0.060 -1.937 -1.654  0.000
C: -2.557 -0.458 -2.304  0.000
F: -2.750 -1.500 -1.483  0.001
F: -3.479 0.471 -1.978  0.000
F: -2.867 -0.875 -3.548  0.000
H: -0.016 1.717 -3.152  0.000
H: -1.725 2.071 -2.917  0.000
H: -1.224 0.959 -4.213  0.001

The value obtained for the HOMO energy (alpha / beta) is -5.5805 / -5.8571 eV. As for the spin multiplicity: 2. The orbital gap (alpha / beta) is 7.01 / 7.29 eV. As for the charge: -1.



The structure with the greatest stability is arrangement x.



Arrangement w

The following is a DFT calculation (ωB97M-V/def2-TZVPD) of 9 unconnected molecules or ions with the total composition C2H22O9.

Last column: Löwdin charge in e.
Positions of all 33 atoms, in Å:
C: 1.600 -1.006 1.568  -0.054
C: 1.165 0.478 1.343  -0.282
O: -0.142 0.570 0.811  -0.117
H: 2.589 -0.926 2.008  0.078
H: 1.682 -1.460 0.625  0.048
H: 0.995 -1.639 2.166  0.056
H: 1.893 0.831 0.660  0.108
H: 1.170 0.941 2.294  0.095
H: -0.112 1.179 0.045  0.018
O: 0.997 -4.017 -2.229  -0.059
H: 0.910 -3.440 -1.474  0.001
H: 0.142 -3.836 -2.645  0.035
O: -1.032 -1.034 -1.617  -0.059
H: -1.292 -1.960 -1.487  0.014
H: -0.794 -0.809 -0.702  0.009
O: -1.660 4.549 1.023  -0.079
H: -2.590 4.228 1.140  0.068
H: -1.047 4.014 1.529  -0.018
O: 0.542 0.452 -3.385  -0.081
H: 0.404 -0.317 -2.811  -0.002
H: 1.521 0.586 -3.425  0.063
O: -1.709 -2.029 1.331  -0.058
H: -1.256 -1.190 1.332  0.003
H: -2.545 -1.662 1.723  0.101
O: 0.842 3.752 1.968  -0.054
H: 1.130 4.614 1.637  0.065
H: 0.846 3.129 1.212  0.027
O: -0.130 2.416 -1.043  -0.045
H: -0.681 3.201 -0.880  0.059
H: -0.039 2.199 -1.998  0.065
O: -1.261 -3.704 -0.466  -0.093
H: -0.985 -4.585 -0.749  0.051
H: -1.155 -3.525 0.495  0.035

The value obtained for the HOMO energy is -10.5929 eV. The orbital gap is 10.93 eV.



Arrangement x

The following is a DFT calculation (ωB97M-V/def2-TZVPD) of 9 unconnected molecules or ions with the total composition C2H22O9.

Last column: Löwdin charge in e.
Positions of all 33 atoms, in Å:
C: 3.659 -0.485 -1.462  -0.173
O: 4.763 0.291 -1.033  -0.115
H: 3.773 -1.555 -1.290  0.077
H: 2.785 -0.156 -0.899  0.071
H: 3.603 -0.457 -2.550  0.070
H: 4.529 1.217 -1.134  0.075
C: -1.365 -0.897 -2.292  -0.137
O: -0.194 -1.251 -1.631  -0.139
H: -2.159 -1.004 -1.553  0.078
H: -1.379 0.137 -2.636  0.087
H: -1.617 -1.554 -3.125  0.090
H: 0.378 -1.657 -2.286  0.107
O: -0.885 2.825 -0.320  -0.043
H: -1.085 3.537 -0.928  0.049
H: -1.622 2.220 -0.408  -0.010
O: 2.558 -0.637 2.393  -0.059
H: 1.763 -0.437 1.899  -0.030
H: 2.513 -1.580 2.548  0.024
O: -0.133 -3.359 0.043  -0.055
H: -0.728 -3.935 -0.437  0.027
H: -0.030 -2.594 -0.523  -0.035
O: 0.112 -0.015 1.107  -0.026
H: -0.676 0.511 1.246  0.013
H: 0.060 -0.289 0.192  0.016
O: -3.243 1.134 -0.005  -0.044
H: -4.056 0.919 -0.464  0.053
H: -3.312 0.676 0.832  -0.006
O: -2.735 0.151 2.529  -0.028
H: -3.056 0.020 3.421  0.063
H: -2.354 -0.692 2.284  0.054
O: 0.349 2.828 2.360  -0.054
H: 0.113 2.659 1.448  -0.027
H: -0.327 3.427 2.676  0.027

The value obtained for the HOMO energy is -9.9944 eV. The orbital gap is 10.02 eV.



The structure with the greatest stability is arrangement w.